Molecular formula: C2H4BrCl
Method: DFT, the ωB97M-V functional and the def2-TZVPD basis

Each line ends with the Mulliken charge.
Atoms and positions in Å:
C  0.58473  -0.60687  -0.18239  -0.490
C  -0.69708  0.40572  0.11244  -0.556
Cl  0.87547  1.94401  1.14135  -0.366
Br  -0.38453  -1.97478  -0.95032  -0.109
H  1.08611  -0.13590  -1.00314  0.341
H  1.25431  -0.57103  0.64899  0.471
H  -1.33319  0.95581  -0.65589  0.356
H  -1.38582  -0.01696  0.88896  0.352

Cartesian forces, eV/Å:
C -2.846 4.685 -0.791
C 2.372 -0.323 1.131
Cl -2.168 -1.311 -0.999
Br -0.551 -2.258 -0.297
H 0.527 0.203 -0.296
H -0.084 -1.170 0.784
H 1.720 -0.572 0.687
H 1.030 0.746 -0.220

Summary:
**Maximum force**: 0.1077 hartree/bohr
**HOMO level**: -10.234 eV
**Frontier orbital gap**: 0.33519 hartree
**E_LUMO**: -1.1 eV
**Multiplicity**: 1
**Energy relative to the best compared isomer or geometry (same formula, charge and spin)**: 2.757 eV
**Electronic energy**: -84701.21265 eV

***

Molecular formula: C2H4BrN
Method: DFT, the ωB97M-V functional and the def2-TZVPD basis

Each line ends with the Mulliken charge.
Atoms and positions in Å:
H  -0.27105  -2.17409  0.82405  0.245
N  -0.64607  -1.23307  0.77753  -0.564
C  0.27378  -0.47052  0.00319  0.375
C  -0.32351  0.87644  -0.22533  -0.773
Br  1.99528  -0.87403  -0.54149  -0.047
H  -0.09019  1.13612  -1.34536  0.257
H  0.39910  1.66352  0.37003  0.233
H  -1.33734  1.07563  0.13738  0.274

Cartesian forces, eV/Å:
H 0.227 -0.417 0.446
N 4.914 2.613 -4.220
C -6.931 -2.561 4.882
C 3.945 3.109 -1.072
Br 0.125 -0.211 -0.169
H -0.964 -0.148 1.967
H -1.650 -1.683 -1.419
H 0.335 -0.702 -0.414

Summary:
**Maximum force**: 0.1722 hartree/bohr
**HOMO level**: -9.998 eV
**Frontier orbital gap**: 0.38773 hartree
**E_LUMO**: 0.6 eV
**Multiplicity**: 1
**SMILES**: [H]/N=C(/C)Br
**Energy relative to the best compared isomer or geometry (same formula, charge and spin)**: 1.200 eV
**Electronic energy**: -73669.79195 eV

***

Molecular formula: C2H4BrN3
Method: DFT, the ωB97M-V functional and the def2-TZVPD basis

Each line ends with the Mulliken charge.
Atoms and positions in Å:
C  -0.97648  0.06947  -2.26400  -0.389
C  1.00267  0.39070  2.00211  -0.157
N  -1.40801  0.13996  -1.04960  0.416
N  -1.90690  0.14478  0.01142  -0.534
N  1.07330  -0.19063  0.88215  -0.241
Br  1.89424  -1.93070  0.92751  -0.091
H  -1.44289  -0.53151  -3.01395  0.246
H  -0.03010  0.40346  -2.52159  0.260
H  0.46158  1.43006  2.00197  0.223
H  1.33258  0.07442  3.02398  0.269

Cartesian forces, eV/Å:
C -0.743 -0.364 0.414
C -0.963 1.713 0.636
N -2.147 -0.453 3.308
N 2.039 0.195 -4.052
N 0.291 -0.249 0.578
Br -0.231 0.615 0.111
H -0.816 -0.284 0.190
H 1.615 0.899 0.156
H 1.035 -1.901 -0.252
H -0.081 -0.171 -1.088

Summary:
**Maximum force**: 0.0883 hartree/bohr
**HOMO level**: -8.506 eV
**Frontier orbital gap**: 0.32401 hartree
**E_LUMO**: 0.3 eV
**Multiplicity**: 1
**Energy relative to the best compared isomer or geometry (same formula, charge and spin)**: 1.104 eV
**Electronic energy**: -76647.74008 eV

***

Molecular formula: C2H4BrNO
Method: DFT, the ωB97M-V functional and the def2-TZVPD basis

Each line ends with the Mulliken charge.
Atoms and positions in Å:
C  -0.92114  -0.59412  -0.27887  -1.038
C  0.33625  0.07416  0.37460  -0.045
Br  1.74423  -1.32670  0.26314  -0.159
N  0.73131  1.28889  -0.63522  0.096
O  1.03025  2.24820  0.03539  -0.289
H  -1.66906  0.09514  -0.04477  0.325
H  -0.96596  -1.60969  0.20035  0.371
H  -0.69090  -0.53761  -1.36037  0.326
H  0.40503  0.36173  1.44575  0.414

Cartesian forces, eV/Å:
C 3.008 -0.078 1.070
C 0.599 -0.664 -1.714
Br 0.058 0.683 -0.137
N 0.354 0.055 3.413
O -0.404 -1.138 -1.530
H -1.972 0.516 0.264
H -0.650 1.034 -0.957
H -0.409 -0.650 0.553
H -0.586 0.242 -0.963

Summary:
**Maximum force**: 0.0667 hartree/bohr
**HOMO level**: -9.605 eV
**Frontier orbital gap**: 0.32856 hartree
**E_LUMO**: -0.7 eV
**Multiplicity**: 1
**SMILES**: C[C@@H](Br)N=O
**Energy relative to the best compared isomer or geometry (same formula, charge and spin)**: 3.490 eV
**Electronic energy**: -75715.89297 eV

***

Molecular formula: C2H4BrOP
Method: DFT, the ωB97M-V functional and the def2-TZVPD basis

Each line ends with the Mulliken charge.
Atoms and positions in Å:
C  1.28918  0.67115  0.03086  -0.780
C  0.40404  -0.49282  0.19450  -0.209
O  -1.91063  -1.87781  0.07334  -0.420
P  -1.37230  -0.54780  -0.14182  0.493
Br  -3.78632  0.77706  -0.05953  -0.271
H  0.73330  1.59790  -0.07338  0.311
H  1.99042  0.56189  -0.79627  0.281
H  1.88011  0.75824  0.94926  0.290
H  0.77221  -1.44780  -0.17696  0.306

Cartesian forces, eV/Å:
C 0.133 0.254 0.287
C -1.450 0.188 -0.617
O -0.370 -1.151 0.210
P 0.183 0.897 -0.073
Br 1.371 -0.245 0.053
H -0.010 0.144 -0.010
H -0.026 0.022 -0.017
H 0.111 0.063 -0.004
H 0.059 -0.172 0.171

Summary:
**Maximum force**: 0.0309 hartree/bohr
**HOMO level (spin up / spin down)**: -9.878 / -9.292 eV
**Frontier orbital gap (spin up / spin down)**: 0.26468 / 0.24948 hartree
**E_LUMO (spin up / spin down)**: -2.7 / -2.5 eV
**Multiplicity**: 1
**Energy relative to the best compared isomer or geometry (same formula, charge and spin)**: 2.519 eV
**Electronic energy**: -83515.03741 eV

***

Molecular formula: C2H4CaClO4PbS
Method: DFT, the ωB97M-V functional and the def2-TZVPD basis

Each line ends with the Mulliken charge.
Atoms and positions in Å:
Pb  -7.91718  0.86842  -5.95859  1.565
Ca  -7.48049  2.09020  1.06854  1.869
Cl  -5.46161  -0.76130  -1.91448  -0.510
C  1.06281  0.43386  1.17594  -0.230
C  1.31343  0.14721  -0.35177  -0.260
O  2.08023  -1.06418  -0.31083  -0.323
S  3.15739  -1.12247  0.95069  1.086
O  4.43693  -0.43611  0.59163  -0.473
O  3.23320  -2.48976  1.51911  -0.472
O  2.14041  -0.12760  1.87786  -0.329
H  0.10169  0.07212  1.54132  0.244
H  1.05469  1.48221  1.47426  0.276
H  1.86728  0.99806  -0.74850  0.282
H  0.41119  -0.09071  -0.91521  0.276

Cartesian forces, eV/Å:
Pb 0.397 -0.424 0.061
Ca 0.464 -0.557 -0.026
Cl -0.916 0.990 -0.032
C -0.298 0.495 -0.594
C 0.267 -0.033 1.827
O 1.157 -0.342 0.381
S 1.354 -0.328 -0.052
O -4.135 -1.616 1.152
O -0.703 3.933 -1.606
O 1.846 -1.500 -0.184
H 0.079 -0.741 -0.029
H 0.184 0.257 -0.569
H 0.144 -0.301 -0.421
H 0.160 0.167 0.091

Summary:
**Maximum force**: 0.0892 hartree/bohr
**Charge**: +3
**HOMO level**: -15.191 eV
**Frontier orbital gap**: 0.04418 hartree
**E_LUMO**: -14.0 eV
**Multiplicity**: 1
**Electronic energy**: -57335.14727 eV

***

Molecular formula: C2H4CaF3O4S
Method: DFT, the ωB97M-V functional and the def2-TZVPD basis

Each line ends with the Mulliken charge.
Atoms and positions in Å:
Ca  2.33993  1.77075  -1.61248  1.553
O  1.14935  2.31070  -0.08707  -1.008
S  -0.46839  0.37042  -0.91442  1.305
O  0.69158  0.43931  -1.84868  -0.633
O  -1.64813  1.12434  -1.25399  -0.491
C  -0.89452  -1.43106  -1.22528  0.635
F  0.03890  -2.19052  -0.69848  -0.191
F  -2.07370  -1.67533  -0.70613  -0.165
F  -0.92023  -1.62674  -2.52520  -0.170
H  0.68895  1.95794  1.00880  0.344
O  -0.51941  0.55744  1.11817  -0.463
C  0.23703  -0.26238  2.03554  -0.496
H  0.51889  -1.23867  1.62517  0.247
H  1.22129  0.21335  2.13614  0.276
H  -0.36154  -0.31954  2.94791  0.257

Cartesian forces, eV/Å:
Ca 0.212 1.049 0.637
O -1.475 -1.698 5.042
S -1.546 1.371 0.892
O -1.070 -1.004 0.946
O 1.721 -0.623 0.673
C -0.527 -0.340 0.226
F 0.346 -0.253 0.423
F 0.147 0.000 0.143
F -0.056 0.313 -0.059
H 2.006 1.950 -5.440
O -0.066 -0.891 -2.920
C 1.161 0.202 -1.355
H -0.780 -0.150 0.214
H -0.262 0.115 0.733
H 0.188 -0.040 -0.156

Summary:
**Maximum force**: 0.1190 hartree/bohr
**Charge**: +1
**HOMO level (spin up / spin down)**: -13.733 / -13.733 eV
**Frontier orbital gap (spin up / spin down)**: 0.29198 / 0.29193 hartree
**E_LUMO (spin up / spin down)**: -5.8 / -5.8 eV
**Multiplicity**: 1
**Electronic energy**: -47745.35441 eV

***

Molecular formula: C2H4CdLiO
Method: DFT, the ωB97M-V functional and the def2-TZVPD basis

Each line ends with the Mulliken spin population.
Atoms and positions in Å:
O  -0.42382  0.13181  -0.99369  -0.063
Cd  -0.68317  -0.55307  -2.65277  0.693
C  -0.02221  -0.55721  0.14097  0.069
C  0.77106  0.37669  0.93618  0.213
H  -0.54216  -0.48841  1.11584  0.012
H  1.38395  1.02050  0.31805  0.041
H  0.92359  0.29688  2.00277  0.017
Li  -1.82070  1.30542  -0.78664  0.020
H  0.41346  -1.53261  -0.08070  -0.001

Cartesian forces, eV/Å:
O -0.067 2.995 5.702
Cd -0.678 -3.120 -6.826
C 2.219 1.192 2.022
C 2.701 -1.188 -2.010
H -3.024 -1.369 -0.433
H -0.303 1.231 0.386
H -0.172 0.054 0.228
Li -0.452 0.665 0.336
H -0.222 -0.459 0.595

Summary:
**Maximum force**: 0.1465 hartree/bohr
**Charge**: +2
**HOMO level (spin up / spin down)**: -16.491 / -20.515 eV
**Frontier orbital gap (spin up / spin down)**: 0.16199 / 0.34677 hartree
**E_LUMO (spin up / spin down)**: -12.1 / -11.1 eV
**Multiplicity**: 2
**Energy relative to the best compared isomer or geometry (same formula, charge and spin)**: 1.104 eV
**Electronic energy**: -8932.43231 eV

***

Molecular formula: C2H4Cl2Cs
Method: DFT, the ωB97M-V functional and the def2-TZVPD basis

Each line ends with the Mulliken charge.
Atoms and positions in Å:
Cs  -2.82139  -1.96917  0.45556  1.030
Cl  0.11606  -0.51841  1.77388  -0.134
C  0.47196  -0.52719  0.06101  -0.494
C  0.16297  0.88582  -0.41595  -0.270
Cl  1.26019  2.01854  0.33881  -0.123
H  -0.11866  -1.30279  -0.42656  0.153
H  1.53829  -0.74048  -0.01354  0.300
H  -0.89068  1.13090  -0.28240  0.223
H  0.28128  1.02279  -1.49082  0.316

Cartesian forces, eV/Å:
Cs -0.111 -0.026 0.166
Cl -0.510 -0.689 1.220
C 0.411 0.840 -0.344
C -0.199 -0.389 -1.360
Cl -0.011 0.465 0.227
H 0.172 0.094 -0.203
H -0.177 -0.112 -0.300
H 0.059 0.222 0.677
H 0.368 -0.406 -0.083

Summary:
**Maximum force**: 0.0290 hartree/bohr
**Charge**: +1
**HOMO level**: -13.816 eV
**Frontier orbital gap**: 0.36163 hartree
**E_LUMO**: -4.0 eV
**Multiplicity**: 1
**Energy relative to the best compared isomer or geometry (same formula, charge and spin)**: 0.000 eV
**Electronic energy**: -27726.12248 eV

***

Molecular formula: C2H4Cl2FN
Method: DFT, the ωB97M-V functional and the def2-TZVPD basis

Each line ends with the Mulliken charge.
Atoms and positions in Å:
N  -0.89566  -1.61200  -1.43834  -0.486
C  0.08564  -0.55699  -1.43496  -0.484
C  -0.03260  0.17423  -0.04331  0.503
F  -1.36024  0.58268  0.04617  -0.221
Cl  0.88310  1.65386  0.09872  -0.144
Cl  0.24027  -0.86178  1.38960  -0.173
H  -1.09633  -2.02306  -2.31920  0.193
H  -0.72018  -2.32824  -0.79302  0.181
H  -0.20014  0.21354  -2.18631  0.336
H  1.11288  -0.99105  -1.48042  0.295

Cartesian forces, eV/Å:
N -0.711 1.070 -0.291
C 0.361 -0.242 1.316
C -1.936 0.073 -0.489
F 0.718 -0.280 0.059
Cl 0.605 0.017 -0.223
Cl 0.175 0.008 -0.574
H 0.017 -0.010 -0.803
H 0.434 -0.971 1.029
H 0.685 -0.628 0.400
H -0.347 0.962 -0.425

Summary:
**Maximum force**: 0.0389 hartree/bohr
**HOMO level**: -9.765 eV
**Frontier orbital gap**: 0.38761 hartree
**E_LUMO**: 0.8 eV
**Multiplicity**: 1
**SMILES**: NCC(F)(Cl)Cl
**Energy relative to the best compared isomer or geometry (same formula, charge and spin)**: 0.000 eV
**Electronic energy**: -31391.08988 eV